C43H84N2O13S9Si | ωB97M-V/def2-TZVPD

Geometry as ORCA input:
```
! wB97M-V def2-TZVPD RIJCOSX def2/J DEFGRID3
* xyz 0 1
S -9.4123 -0.4447 4.0373
S 5.2118 -1.1643 -5.5666
S -0.9824 -3.0849 -11.7610
S 2.4335 1.8899 0.7846
S 4.0900 3.8508 10.3528
S 1.1023 6.9619 0.2661
S 0.1174 3.7449 6.4336
S 7.1332 -2.1864 3.8097
S -2.1694 -2.2765 -6.7629
Si -4.5736 -1.4745 1.8051
O 4.9082 -4.5149 -0.2358
O 4.1861 -0.1087 -5.8080
O 2.0288 -3.5498 -5.3396
O 0.5806 4.4303 5.1882
O 0.9640 1.6727 0.6444
O 2.1170 6.1237 0.9711
O -8.8041 -1.7496 3.6503
O -1.4643 -3.5621 -2.6941
O -3.3665 -1.4257 -6.4940
O -0.2117 -4.0486 0.3350
O 6.6554 -1.7170 5.1419
O -2.1777 -2.2349 -11.4953
O 2.6216 3.6276 10.2033
N 5.9737 -2.1792 -0.5350
N 0.3758 -2.5304 -3.9034
C 3.4998 -3.9525 -2.2406
C 0.9442 -1.1793 -3.5549
C -4.5758 -1.5326 -1.1831
C 3.5692 -4.2721 -0.7476
C -0.9169 4.9132 7.3399
C -1.2924 0.1799 -2.0500
C 2.7277 2.4467 2.4740
C -0.6784 -3.0457 -13.5395
C 0.9095 -3.6825 -1.8799
C 1.9293 7.7465 -1.1330
C 0.2050 0.0256 -4.2671
C -9.4032 -0.3587 5.8400
C -2.7680 0.3963 -1.4510
C 6.8266 -0.4424 -5.9235
C -1.8662 -2.2349 -8.5417
C -1.1921 0.4297 -3.6121
C -2.2692 -0.6366 3.4341
C -5.2352 -0.8597 0.1156
C -2.7043 -3.9983 -6.7001
C -0.2756 -3.2721 -2.8375
C 1.6134 -3.2843 -4.2273
C 8.7462 -2.9558 4.0594
C 1.4914 3.7575 7.6000
C -1.2926 0.3842 3.9731
C -6.0255 -1.8526 3.0196
C -3.4132 1.3040 2.1129
C 5.4506 -1.2853 -3.7812
C 4.4805 5.4240 9.5606
C -11.2009 -0.6081 3.8628
C 4.3811 4.4103 12.0435
C 2.3451 -4.3369 0.1458
C 0.9595 -4.0323 -0.4239
C 0.8843 8.4702 1.2308
C 2.1380 -3.6556 -2.7790
C -3.8781 -0.4782 -2.1816
C -1.5180 -4.8069 -11.6966
C 5.5498 -3.2815 -0.3945
C -3.3558 -0.1565 2.4865
C 6.2490 -3.7079 3.4215
C -1.3680 1.8460 3.6078
C -3.5697 -3.1267 1.6801
C -2.4308 2.3524 2.6517
C 2.8256 3.4590 -0.0117
H 2.6668 3.3475 -1.0859
H 3.7747 2.7336 2.5863
H 6.9473 0.4932 -5.3747
H -1.5537 -1.2275 -8.8142
H -3.9370 -3.6713 0.7441
H -0.3858 5.8576 7.4696
H -11.5497 -1.4906 4.4018
H -1.3074 1.5593 -3.7652
H 6.8840 -0.2432 -6.9940
H 1.2508 8.4606 -1.6024
H -2.5438 3.4352 2.3475
H 4.5370 -1.6823 -3.3390
H -1.8831 -4.6480 -7.0079
H -0.8600 -4.5704 -0.1958
H 0.8832 0.9290 -4.3123
H -0.4856 0.0752 4.7063
H 5.6564 -0.2981 -3.3647
H -0.6974 -5.4574 -12.0033
H 1.1591 3.3723 8.5622
H -1.8268 5.0834 6.7644
H 5.5237 5.6804 9.7508
H -6.5776 -2.7514 2.6119
H -0.9694 -0.8490 -1.7068
H 2.1944 6.9720 -1.8527
H 6.3363 -4.4154 4.2478
H 0.2384 9.1619 0.6877
H 6.2800 -1.9626 -3.5696
H -2.4852 -2.8620 1.4849
H -11.4334 -0.7168 2.8031
H 7.6122 -1.1469 -5.6453
H -6.3477 -1.1166 0.0803
H -2.3804 -4.9546 -12.3490
H 0.1160 -3.7514 -13.7883
H 8.6853 -3.7029 4.8527
H -3.6978 -3.7830 2.5967
H 9.0785 -3.4197 3.1292
H 9.4552 -2.1794 4.3481
H 1.0711 -1.0236 -2.4279
H 2.5035 1.6227 3.1517
H 1.8535 8.9327 1.4253
H 6.6625 -4.1417 2.5092
H -1.7984 -5.0408 -10.6689
H 4.3266 5.3150 8.4865
H -3.5672 -4.1456 -7.3527
H -0.6360 2.6247 4.0114
H -3.3486 -1.1221 -2.9630
H -6.7400 -0.9847 3.0779
H -11.6901 0.2876 4.2491
H -0.0142 -0.2683 -5.3474
H -5.3726 -2.0476 -1.8227
H -1.1762 4.4907 8.3119
H 2.0169 -1.1786 -3.9623
H 4.3993 -3.9307 -2.9140
H -5.6035 -2.1183 4.0468
H 3.8237 6.2079 9.9422
H 5.1986 -3.4633 3.2635
H -1.0715 -2.9407 -8.7912
H -2.2042 -1.7268 3.7270
H -3.0092 1.5145 -1.4518
H -0.3658 -2.0378 -13.8114
H -4.1951 1.7075 1.3918
H -2.9840 -4.2331 -5.6723
H -2.7782 -2.4898 -9.0816
H -9.9486 0.5292 6.1646
H -2.7544 0.0808 -0.3602
H -9.8623 -1.2561 6.2578
H -3.7846 -2.3124 -0.9725
H 0.4136 8.2059 2.1782
H 2.0786 3.2938 2.7039
H 2.1719 4.2476 0.3729
H -2.0338 -0.0353 -4.2182
H 5.4275 4.6985 12.1560
H -5.1608 0.2638 0.0141
H 3.8706 3.7136 0.1732
H -8.3681 -0.2904 6.1744
H 3.7310 5.2562 12.2729
H 2.8341 8.2537 -0.7942
H 2.2801 3.1141 7.2081
H -1.5917 -3.3017 -14.0788
H -4.6577 0.1841 -2.6767
H 2.4589 -4.5736 1.2381
H -0.6293 0.9401 -1.5096
H 4.1577 3.5860 12.7205
H 1.8758 4.7723 7.7135
*
```

- Calculated total energy: -6649.0836 hartree
- Maximum force: 4.394 eV/Å
- HOMO level: -7.75 eV
- Orbital gap: 7.100 eV

Here are the Mulliken charges for atoms 1 to 2, given in e: 0.528 0.552

C5H8O3Tl | ωB97M-V/def2-TZVPD

Geometry as ORCA input:
```
! wB97M-V def2-TZVPD RIJCOSX def2/J DEFGRID3
* xyz 3 1
Tl -2.2327 3.2841 0.5539
O 1.6545 -0.1138 0.3988
O 2.1347 -1.9216 -0.8613
O -0.5475 2.8056 0.7318
C 0.4365 2.0558 0.1375
C 0.6063 0.8207 1.0051
C -1.1627 -2.3301 -0.1621
C -0.7450 -1.4727 -1.1274
C 1.5369 -1.0770 -0.3506
H -0.3941 -1.8706 -2.0827
H -0.7958 -3.3589 -0.1235
H -1.7138 -1.9803 0.7149
H -0.2958 0.2104 1.1083
H 0.1905 1.7539 -0.8985
H -1.1059 -0.4405 -1.1248
H 1.0355 1.0387 1.9854
H 1.3984 2.5963 0.0952
*
```

- ΔE to the lowest compared entry with this formula, charge and spin: 1.905 eV
- Calculated total energy: -591.9629 hartree
- Maximum force: 10.093 eV/Å
- HOMO level (spin up / spin down): -23.53 / -22.53 eV
- Orbital gap (spin up / spin down): 8.371 / 4.537 eV

Here are the Mulliken charges for atoms 1 to 2, given in e: 0.947 -0.104

C14H17Cl2NO2S | ωB97M-V/def2-TZVPD

Geometry as ORCA input:
```
! wB97M-V def2-TZVPD RIJCOSX def2/J DEFGRID3
* xyz 0 1
Cl -5.1315 -2.0714 0.3767
Cl -1.6051 1.9933 1.0099
S -1.7584 -2.0570 -0.0758
O 0.5522 0.9482 -1.1663
O 4.3985 -0.6335 1.3012
N 0.8392 -0.7070 0.3509
C 3.7003 -0.5862 -0.9629
C -4.6836 -0.4146 0.1878
C -5.5875 0.4543 -0.4006
C 0.2070 -0.1036 -0.6704
C 5.3587 0.1190 0.5745
C -3.4308 0.0143 0.6316
C 3.2999 -0.9637 0.4672
C -2.4540 -0.9465 1.2142
C 4.6854 0.5563 -0.7252
C -3.1239 1.3668 0.4661
C -1.0114 -0.8496 -1.2038
C 2.0494 -0.1946 0.9409
C -5.2475 1.7857 -0.5591
C -4.0193 2.2467 -0.1225
H 6.2269 -0.5223 0.3686
H 4.1477 1.4934 -0.5825
H 3.1059 -2.0402 0.5735
H -6.5451 0.0845 -0.7300
H -3.7470 3.2836 -0.2366
H 1.9882 -0.2707 2.0300
H -0.7042 -1.4265 -2.0783
H 2.8424 -0.2836 -1.5579
H -1.7693 -0.1310 -1.5189
H 5.6822 0.9569 1.1971
H -2.9360 -1.6272 1.9148
H -5.9439 2.4672 -1.0215
H 5.3979 0.6797 -1.5369
H -1.6278 -0.4312 1.6994
H 4.1984 -1.4249 -1.4508
H 0.5157 -1.6217 0.6371
H 2.1301 0.8572 0.6586
*
```

- Calculated total energy: -2067.5143 hartree
- Maximum force: 0.558 eV/Å
- HOMO level: -8.95 eV
- Structure (SMILES): O=C(CSCc1c(Cl)cccc1Cl)NC[C@H]1CCCO1
- Orbital gap: 9.495 eV

Here are the Mulliken charges for atoms 1 to 2, given in e: -0.201 -0.189

C29H28N2O2PSTl | ωB97M-V/def2-TZVPD

Geometry as ORCA input:
```
! wB97M-V def2-TZVPD RIJCOSX def2/J DEFGRID3
* xyz 1 2
Tl 1.4729 1.1037 -0.5798
S 2.9017 -1.3747 0.2879
P -1.0621 -0.2372 -0.1748
O 1.5940 -0.9389 -2.2429
O -0.4683 1.4013 3.9523
N 2.6944 -1.5918 -2.3563
N 0.5295 1.1157 1.9738
C -1.5095 -4.0318 -1.5052
C -1.9324 1.2186 2.1120
C -1.6240 0.6067 -1.6979
C -0.5630 1.2471 2.6273
C 1.6318 1.1450 2.9336
C -2.9304 1.8249 2.8803
C -1.9452 2.7640 -2.7301
C 3.1230 -1.9569 -3.5789
C -2.5828 0.7626 -3.8916
C -4.2570 1.7522 2.5008
C -1.1021 -2.7211 -1.3509
C -3.6286 0.4929 0.5633
C -4.6121 1.0692 1.3465
C -1.5050 1.9990 -1.6677
C -2.1599 -0.0089 -2.8208
C 4.6123 -2.6459 -1.3997
C 0.9102 1.3571 4.2885
C 2.6868 2.2485 2.6922
C -2.4866 2.1438 -3.8469
C 3.8820 1.7644 1.8727
C 3.4312 -1.9135 -1.2466
C 2.0562 3.5079 2.1020
C -2.8521 -3.8521 0.4805
C 4.2867 -2.6616 -3.7584
C -2.3881 -4.5977 -0.5918
C -1.6211 -1.9544 -0.3102
C -2.2867 0.5509 0.9378
C 5.0501 -3.0220 -2.6471
C -2.4676 -2.5326 0.6300
H -5.0167 2.2185 3.1104
H 3.0752 2.5104 3.6831
H 1.2131 3.8386 2.7067
H 5.1725 -2.8808 -0.5102
H -2.9940 0.2842 -4.7690
H -1.8656 3.8406 -2.6897
H -2.6506 2.3506 3.7807
H 5.9624 -3.5824 -2.7749
H -0.3754 -2.2759 -2.0184
H 2.1287 0.1703 2.8853
H -5.6524 0.9789 1.0668
H 1.6844 3.3376 1.0917
H 1.0713 0.5460 5.0014
H -2.7007 -5.6256 -0.7083
H 2.7922 4.3061 2.0631
H -2.8251 -1.9482 1.4665
H 1.1834 2.3083 4.7541
H 4.5968 -2.9233 -4.7580
H -1.1035 2.4840 -0.7819
H -3.5122 -4.2991 1.2092
H -3.8991 -0.0227 -0.3474
H -2.8384 2.7413 -4.6750
H 3.6685 1.7404 0.8053
H 2.4963 -1.6377 -4.3997
H -1.1307 -4.6184 -2.3275
H 4.7195 2.4415 2.0246
H -2.2614 -1.0836 -2.8567
H 4.1831 0.7663 2.1844
*
```

- Calculated total energy: -2293.6409 hartree
- Maximum force: 1.664 eV/Å
- ⟨S²⟩: 0.800
- HOMO level (spin up / spin down): -10.60 / -10.59 eV
- Orbital gap (spin up / spin down): 7.897 / 4.863 eV

Here are the Mulliken charges for atoms 1 to 2, given in e: 0.916 -0.206

C2H5N3 | ωB97M-V/def2-TZVPD

Geometry as ORCA input:
```
! wB97M-V def2-TZVPD RIJCOSX def2/J DEFGRID3
* xyz 0 1
N -0.3835 0.9795 1.3401
N -0.6757 -1.0353 0.9858
N -0.0924 -0.2103 1.7924
C 0.5648 -0.1632 -1.0309
C -0.6749 -0.3966 -0.2191
H -1.5824 -0.5025 -0.8217
H 0.4591 0.7434 -1.6291
H 0.2517 1.6880 1.7270
H 1.4614 -0.0998 -0.4178
H 0.6719 -1.0032 -1.7265
*
```

- ΔE to the lowest compared entry with this formula, charge and spin: 3.546 eV
- Calculated total energy: -243.3316 hartree
- Maximum force: 1.115 eV/Å
- HOMO level: -9.45 eV
- Structure (SMILES): [H]/N=N/N=C\C
- Orbital gap: 9.575 eV

Here are the Mulliken charges for atoms 1 to 2, given in e: -0.369 -0.263

C6H7FS | ωB97M-V/def2-TZVPD

Geometry as ORCA input:
```
! wB97M-V def2-TZVPD RIJCOSX def2/J DEFGRID3
* xyz 0 1
S 1.3575 -1.0708 -0.4832
F -1.1751 -0.0241 1.7418
C -1.1516 0.1903 -0.4465
C -0.4256 -0.3324 0.6412
C 1.1035 1.5958 -0.1258
C -2.0086 -0.0030 -1.4852
C -0.1636 -1.8188 0.2845
C 0.9884 0.2509 0.6568
H -2.8244 0.2148 -2.0207
H 0.4420 2.4243 0.0753
H 2.1893 1.9185 -0.0105
H 1.6661 0.0806 1.6322
H -0.2254 -2.3479 1.2184
H 1.1406 1.2754 -1.3329
H -0.9131 -2.3535 -0.3454
*
```

- ΔE to the lowest compared entry with this formula, charge and spin: 5.124 eV
- Calculated total energy: -730.6763 hartree
- Maximum force: 13.243 eV/Å
- HOMO level: -8.85 eV
- Orbital gap: 9.530 eV

Here are the Mulliken charges for atoms 1 to 2, given in e: -0.172 -0.333